DFT (the ωB97M-V functional and the def2-TZVPD basis) results for C11H9Cl2N7O3 in the gas phase.

Each line ends with the Mulliken charge.
Positions of all 32 atoms, in Å:
O  2.71  -2.35  1.37  -0.68
O  -0.94  6.99  -0.06  -0.50
O  -0.57  7.28  -2.19  -0.50
Cl  -1.91  -6.84  -0.42  -0.18
Cl  0.90  -7.24  1.07  -0.19
N  -0.76  4.49  -2.54  -0.29
N  -0.83  3.23  -2.25  -0.55
N  -0.85  4.33  -0.33  -0.64
N  0.19  -0.14  0.41  -0.38
C  1.58  -2.11  0.96  0.26
C  -0.78  5.17  -1.34  0.39
C  -1.42  -4.21  -0.17  -0.76
C  -0.66  -3.06  0.13  -0.07
C  1.10  -4.53  0.89  -0.56
C  -0.93  -5.48  0.08  0.33
C  0.30  -5.63  0.73  0.16
C  0.62  -3.21  0.67  0.37
C  0.15  1.24  0.25  0.29
N  1.35  -0.76  0.87  0.04
N  -0.89  3.11  -0.92  1.04
N  -0.78  6.57  -1.21  0.89
C  1.34  2.14  0.61  -1.06
C  -1.16  1.86  -0.22  -0.49
H  -2.38  -4.11  -0.65  0.42
H  -1.14  -2.10  -0.12  0.36
H  2.07  -4.73  1.31  0.49
H  2.10  -0.21  1.24  0.21
H  1.43  2.91  -0.13  0.31
H  1.25  2.60  1.59  0.27
H  2.31  1.57  0.59  0.36
H  -1.63  1.17  -0.88  0.40
H  -1.75  2.05  0.66  0.26

Orbital gap = 8.29 eV
SMILES = C/C(Cn1nnc([N+](=O)[O-])n1)=N\NC(=O)c1ccc(Cl)c(Cl)c1
M = 358.145 g/mol
Total energy = -53165.2959 eV
Total charge = 0